Entry 1:
C47H74N7O9S4 | ωB97M-V with the def2-TZVPD basis set

Geometry (Å):
C  -0.43  -1.29  0.03
C  0.65  -0.20  0.07
C  0.32  0.97  -0.70
O  1.06  0.06  1.38
H  -0.80  -1.42  -0.99
H  -1.32  -1.08  0.62
H  -0.01  -2.26  0.29
H  1.48  -0.60  -0.51
H  1.11  1.72  -0.70
H  -0.65  1.40  -0.44
H  0.09  0.76  -1.74
C  -6.56  -2.05  0.91
C  -6.11  -1.52  2.33
C  -7.29  -0.85  2.94
S  -8.84  -1.67  2.34
O  -9.72  -0.71  1.76
O  -9.35  -2.67  3.25
C  -7.98  -2.46  0.91
H  -5.85  -2.74  0.45
H  -6.61  -1.17  0.27
H  -5.34  -0.75  2.22
H  -5.61  -2.37  2.80
H  -7.34  0.10  2.41
H  -7.26  -0.71  4.02
H  -8.45  -2.37  -0.07
H  -7.91  -3.50  1.24
C  -4.77  2.19  -4.64
C  -5.86  3.26  -4.69
C  -5.62  4.22  -5.91
S  -4.70  3.27  -7.15
O  -3.35  3.87  -7.15
O  -5.48  3.14  -8.35
C  -4.63  1.75  -6.07
H  -5.05  1.35  -4.00
H  -3.82  2.55  -4.25
H  -6.06  3.80  -3.76
H  -6.83  2.77  -4.83
H  -5.08  5.13  -5.65
H  -6.56  4.57  -6.34
H  -3.76  1.20  -6.44
H  -5.56  1.20  -6.17
C  -1.20  6.18  -0.34
C  -0.62  6.47  -1.71
C  0.59  7.45  -1.48
S  -0.01  8.58  -0.14
O  -0.73  9.72  -0.70
O  1.03  8.76  0.86
C  -1.30  7.44  0.54
H  -0.58  5.52  0.26
H  -2.16  5.69  -0.51
H  -1.24  7.00  -2.43
H  -0.39  5.53  -2.20
H  0.87  8.11  -2.30
H  1.48  6.87  -1.21
H  -2.28  7.90  0.67
H  -0.96  7.32  1.56
C  1.42  -2.86  -6.24
C  2.14  -3.20  -4.93
C  1.65  -4.52  -4.45
S  -0.09  -4.70  -4.98
O  -1.10  -4.41  -3.96
O  -0.28  -5.93  -5.77
C  -0.06  -3.23  -6.14
H  1.91  -3.37  -7.06
H  1.52  -1.78  -6.35
H  1.94  -2.36  -4.26
H  3.22  -3.24  -5.10
H  1.75  -4.81  -3.41
H  2.18  -5.32  -4.96
H  -0.54  -2.44  -5.55
H  -0.58  -3.51  -7.06
N  4.29  3.54  1.93
C  4.01  4.87  2.10
C  5.11  5.61  1.77
C  6.06  4.73  1.36
C  5.56  3.50  1.41
H  3.69  2.79  2.22
H  3.00  5.10  2.43
H  5.24  6.68  1.88
H  7.08  4.99  1.12
H  5.94  2.52  1.14
N  6.65  1.00  -5.76
C  6.14  2.27  -5.47
C  5.68  2.30  -4.10
C  5.92  1.03  -3.58
C  6.57  0.28  -4.59
H  7.02  0.64  -6.63
H  6.03  3.02  -6.23
H  5.16  3.09  -3.58
H  5.61  0.72  -2.59
H  7.01  -0.70  -4.57
N  -1.24  3.07  4.33
C  -0.80  3.68  5.47
C  -1.76  4.58  5.84
C  -2.75  4.53  4.84
C  -2.51  3.46  3.97
H  -0.59  2.42  3.91
H  0.19  3.49  5.87
H  -1.71  5.28  6.66
H  -3.69  5.06  4.85
H  -3.02  2.98  3.15
N  3.94  -0.48  5.66
C  5.20  -0.89  5.34
C  5.95  -0.97  6.44
C  5.11  -0.57  7.46
C  3.86  -0.21  6.98
H  3.17  -0.30  5.04
H  5.45  -1.04  4.30
H  6.94  -1.40  6.46
H  5.28  -0.61  8.52
H  2.90  0.05  7.40
N  -0.69  -9.39  0.40
C  0.49  -9.94  0.79
C  1.32  -8.85  0.88
C  0.66  -7.68  0.46
C  -0.58  -8.05  0.10
H  -1.53  -9.95  0.37
H  0.62  -11.00  0.99
H  2.35  -8.89  1.20
H  1.19  -6.74  0.48
H  -1.41  -7.43  -0.19
N  4.67  -3.76  0.59
C  5.04  -4.76  1.43
C  5.92  -5.56  0.73
C  6.07  -5.06  -0.55
C  5.42  -3.82  -0.58
H  4.04  -2.99  0.76
H  4.62  -4.86  2.42
H  6.36  -6.50  1.03
H  6.65  -5.57  -1.30
H  5.41  -3.05  -1.34
N  -1.32  -2.14  5.05
C  -1.71  -3.44  5.06
C  -2.50  -3.63  6.17
C  -2.65  -2.40  6.81
C  -1.79  -1.55  6.17
H  -0.82  -1.75  4.27
H  -1.49  -4.08  4.22
H  -2.86  -4.58  6.54
H  -3.23  -2.04  7.65
H  -1.66  -0.48  6.27

Summary:
Frontier orbital gap (eV): 5.33
HOMO (eV): -3.844
Charge: -1
ΔE to the lowest compared entry with this formula, charge and spin (eV): 0.000
Lowest unoccupied orbital energy (eV): 1.48

Entry 2:
C47H77MoN7OPSSi | ωB97M-V with the def2-TZVPD basis set

Geometry (Å):
Mo  1.43  -0.89  -0.71
C  -3.61  -1.55  -1.06
C  -2.39  -2.19  -0.39
C  -1.75  -3.21  -1.29
C  -2.24  -4.51  -1.32
C  -1.73  -5.45  -2.20
C  -0.73  -5.09  -3.08
C  -0.20  -3.80  -3.08
C  0.84  -3.42  -4.10
C  0.20  -3.01  -5.44
C  -0.71  -2.89  -2.16
N  -0.13  -1.57  -2.08
C  -0.66  -0.63  -2.82
C  -0.16  0.68  -2.67
C  -0.32  1.87  -3.36
C  0.58  2.78  -2.79
C  1.24  2.11  -1.77
N  0.81  0.83  -1.68
H  -4.11  -0.85  -0.38
H  -4.34  -2.31  -1.34
H  -3.34  -1.00  -1.96
H  -2.71  -2.68  0.53
H  -1.67  -1.41  -0.10
H  -3.05  -4.78  -0.64
H  -2.12  -6.46  -2.21
H  -0.34  -5.81  -3.78
H  1.50  -4.27  -4.27
H  1.45  -2.59  -3.74
H  -0.46  -3.79  -5.81
H  0.97  -2.83  -6.19
H  -0.39  -2.10  -5.33
H  -1.45  -0.87  -3.52
H  -1.00  2.04  -4.17
H  0.72  3.81  -3.06
H  1.99  2.50  -1.09
C  3.99  -3.38  -2.57
C  2.90  -3.83  -1.66
C  2.60  -5.17  -1.51
C  1.60  -5.57  -0.63
C  0.95  -4.65  0.15
C  1.33  -3.31  0.00
N  2.21  -2.92  -0.93
N  0.88  -2.22  0.72
Si  0.73  -2.49  2.49
C  2.04  -3.73  2.99
C  -0.97  -3.17  2.88
C  1.02  -0.90  3.38
H  4.75  -2.83  -2.00
H  3.61  -2.75  -3.36
H  4.49  -4.24  -3.01
H  3.17  -5.90  -2.08
H  1.35  -6.62  -0.54
H  0.18  -4.92  0.85
H  1.73  -4.77  2.84
H  2.24  -3.59  4.05
H  2.98  -3.57  2.45
H  -1.44  -3.67  2.03
H  -1.63  -2.38  3.22
H  -0.88  -3.90  3.69
H  2.09  -0.72  3.54
H  0.53  -0.93  4.35
H  0.62  -0.07  2.80
C  5.17  -0.42  -4.23
C  3.78  0.17  -4.45
C  3.81  1.68  -4.21
C  3.29  -0.13  -5.86
N  2.80  -0.53  -3.56
N  3.08  -0.40  -2.16
H  5.85  -0.02  -4.98
H  5.16  -1.51  -4.34
H  5.58  -0.16  -3.26
H  4.52  2.14  -4.90
H  4.15  1.94  -3.20
H  2.83  2.12  -4.37
H  3.93  0.36  -6.59
H  2.27  0.24  -6.00
H  3.30  -1.20  -6.05
H  1.89  -0.09  -3.70
H  3.37  0.56  -1.94
H  3.88  -0.99  -1.95
O  -0.27  1.34  1.19
P  -1.01  2.23  2.17
C  -1.56  3.80  1.36
C  -1.70  3.61  -0.15
C  -3.04  3.00  -0.54
C  -4.20  3.86  -0.04
C  -4.12  4.06  1.47
C  -2.76  4.62  1.88
C  -2.30  1.25  3.02
C  -3.25  0.55  2.05
C  -4.05  -0.56  2.74
C  -4.35  -0.23  4.22
C  -4.43  1.28  4.41
C  -3.07  1.94  4.17
C  0.14  2.77  3.48
C  1.51  3.08  2.85
C  2.46  3.64  3.91
C  1.96  4.99  4.46
C  0.47  5.21  4.18
C  -0.34  3.93  4.40
H  -0.67  4.41  1.53
H  -0.89  2.99  -0.51
H  -1.60  4.59  -0.63
H  -3.11  1.99  -0.12
H  -3.09  2.89  -1.63
H  -5.16  3.42  -0.31
H  -4.15  4.83  -0.53
H  -4.30  3.11  1.98
H  -4.90  4.75  1.80
H  -2.72  4.77  2.96
H  -2.65  5.62  1.44
H  -1.67  0.47  3.46
H  -2.69  0.16  1.20
H  -3.95  1.29  1.64
H  -3.49  -1.50  2.69
H  -4.98  -0.72  2.21
H  -3.56  -0.62  4.86
H  -5.27  -0.71  4.53
H  -4.78  1.52  5.42
H  -5.18  1.69  3.72
H  -2.48  1.89  5.08
H  -3.23  3.00  3.96
H  0.28  1.88  4.10
H  1.42  3.80  2.03
H  1.92  2.17  2.41
H  3.46  3.75  3.50
H  2.53  2.91  4.72
H  2.53  5.81  4.03
H  2.13  5.03  5.54
H  0.33  5.57  3.16
H  0.08  6.00  4.83
H  -1.40  4.14  4.26
H  -0.23  3.62  5.44
S  3.13  -0.14  0.94
C  3.93  1.11  0.15
N  4.49  1.94  -0.43

Summary:
2S+1: 3
Frontier orbital gap (spin up / spin down) (eV): 6.92 / 7.33
HOMO (spin up / spin down) (eV): -10.841 / -11.038
Charge: +1
ΔE to the lowest compared entry with this formula, charge and spin (eV): 0.000
Lowest unoccupied orbital energy (spin up / spin down) (eV): -3.92 / -3.71

Entry 3:
C47H87F7N3O14 | ωB97M-V with the def2-TZVPD basis set

Geometry (Å):
C  3.01  -3.85  0.16
C  3.00  -2.51  -0.84
O  1.62  -2.43  -1.37
C  1.63  -2.46  -2.87
C  0.13  -1.84  -3.30
O  0.20  -0.41  -2.99
C  -1.15  0.13  -2.62
C  -1.66  1.00  -3.88
N  -1.71  2.49  -3.72
C  -1.39  3.20  -5.00
C  0.20  3.05  -5.49
F  0.80  4.34  -5.91
C  -1.00  3.02  -2.51
C  -1.05  4.64  -2.41
O  -2.30  5.19  -2.43
C  0.17  5.71  -2.33
F  0.15  6.47  -3.63
F  -0.18  6.75  -1.29
C  1.68  5.11  -2.18
F  2.12  4.20  -3.26
F  2.60  6.31  -2.28
C  2.04  4.39  -0.76
F  1.92  2.89  -0.80
F  1.41  4.99  0.44
C  3.69  4.64  -0.55
O  4.53  4.16  -1.48
O  4.27  5.31  0.63
C  -1.65  2.21  -1.20
C  -3.29  2.21  -1.17
C  -4.02  0.76  -1.00
C  -5.34  0.80  0.03
N  -4.98  0.10  1.32
C  -5.01  -1.41  1.21
C  -3.92  -1.98  2.34
C  -4.34  -2.29  3.91
C  -3.24  -2.82  5.04
C  -1.64  -3.06  4.60
C  -1.20  -2.82  3.04
C  -2.33  -2.29  1.94
O  -1.85  -2.10  0.56
C  -1.18  2.83  0.26
C  -1.65  4.32  0.86
C  -1.21  4.93  2.31
C  -0.27  4.08  3.36
C  0.23  2.58  2.82
C  -0.22  2.00  1.36
N  -0.99  0.84  -1.30
H  2.11  -3.72  0.91
H  2.75  -4.77  -0.52
H  4.01  -3.96  0.76
H  3.13  -1.59  -0.09
H  3.84  -2.53  -1.65
H  1.70  -3.60  -3.16
H  2.52  -1.80  -3.28
H  0.05  -2.00  -4.45
H  -0.64  -2.46  -2.67
H  -1.95  -0.73  -2.43
H  -1.04  0.64  -4.83
H  -2.78  0.65  -4.12
H  -2.01  2.63  -5.86
H  -1.78  4.32  -5.07
H  0.23  2.34  -6.45
H  0.86  2.48  -4.68
H  0.14  2.70  -2.63
H  4.39  4.56  1.31
H  -3.71  2.87  -0.27
H  -3.79  2.71  -2.13
H  -4.48  0.48  -2.07
H  -3.35  -0.11  -0.62
H  -6.20  0.20  -0.53
H  -5.65  1.92  0.22
H  -5.68  0.32  2.08
H  -4.73  -1.81  0.12
H  -6.04  -1.88  1.50
H  -5.46  -2.14  4.29
H  -3.55  -3.03  6.17
H  -0.84  -3.42  5.39
H  -0.08  -2.98  2.68
H  -2.56  -2.36  -0.11
H  -2.35  5.01  0.18
H  -1.60  5.99  2.64
H  0.01  4.51  4.41
H  0.88  1.94  3.56
H  0.17  0.91  1.07
H  0.05  1.04  -1.22
H  -1.21  0.19  -0.51
C  2.52  -3.69  -7.47
C  2.56  -4.76  -6.40
O  1.34  -4.77  -5.68
H  2.35  -2.71  -7.03
H  3.46  -3.67  -8.03
H  1.70  -3.88  -8.17
H  3.37  -4.55  -5.69
H  2.72  -5.75  -6.83
H  0.63  -4.95  -6.31
C  -3.01  -6.25  -1.96
C  -2.36  -5.02  -1.35
O  -2.71  -3.87  -2.10
H  -2.68  -6.37  -3.00
H  -2.74  -7.15  -1.40
H  -4.10  -6.15  -1.98
H  -1.27  -5.12  -1.36
H  -2.69  -4.88  -0.32
H  -3.68  -3.78  -2.08
C  -9.04  0.35  4.77
C  -7.58  0.01  4.55
O  -7.24  0.19  3.18
H  -9.68  -0.27  4.14
H  -9.32  0.21  5.81
H  -9.24  1.39  4.48
H  -7.40  -1.04  4.81
H  -6.93  0.64  5.16
H  -7.40  1.12  2.96
C  3.94  9.47  0.91
C  4.60  9.28  2.25
O  3.93  8.27  2.99
H  2.88  9.74  1.03
H  4.44  10.25  0.33
H  3.95  8.53  0.33
H  4.56  10.21  2.83
H  5.65  8.99  2.14
H  3.98  7.45  2.47
C  2.07  0.44  7.59
C  1.25  0.77  6.36
O  0.92  -0.42  5.66
H  2.99  -0.08  7.31
H  2.34  1.35  8.14
H  1.51  -0.22  8.26
H  1.82  1.42  5.69
H  0.32  1.29  6.63
H  0.41  -0.98  6.27
C  7.15  -4.33  3.08
C  5.96  -3.42  2.85
O  4.77  -4.20  2.75
H  7.25  -5.05  2.26
H  8.08  -3.75  3.16
H  7.02  -4.91  4.00
H  6.08  -2.86  1.92
H  5.84  -2.71  3.67
H  4.67  -4.68  3.58
C  0.72  -5.91  5.50
C  1.87  -6.83  5.87
O  3.08  -6.10  5.90
H  0.89  -5.45  4.52
H  -0.22  -6.47  5.47
H  0.63  -5.10  6.22
H  1.97  -7.63  5.13
H  1.71  -7.28  6.85
H  2.99  -5.39  6.56
C  2.56  0.99  -7.89
C  2.40  0.07  -6.71
O  3.61  -0.64  -6.48
H  2.82  0.43  -8.79
H  1.63  1.54  -8.08
H  3.36  1.71  -7.72
H  1.60  -0.66  -6.89
H  2.15  0.63  -5.80
H  4.31  0.01  -6.31

Summary:
Frontier orbital gap (eV): 6.04
HOMO (eV): -10.049
Charge: +1
Lowest unoccupied orbital energy (eV): -4.01